# 1
Computed, not measured: C5H10NOP in the gas phase at a distorted geometry, with ωB97M-V/def2-TZVPD.

Last column: Mulliken charge in e.
Cartesian coordinates (Å):
C1 -0.9425 1.7176 1.0793  0.231
C2 0.0012 -0.8548 -0.6948  -0.300
C3 0.6729 0.2310 0.1632  -0.744
C4 0.1730 -2.2184 -0.0984  -0.609
C5 0.0296 2.2936 -1.0597  -0.926
N1 -0.0742 1.4763 0.1502  0.093
O1 -1.7516 2.5399 1.3860  -0.440
P1 -0.5295 -2.5927 1.4897  -0.061
H1 -1.0656 -0.6030 -0.7764  0.324
H2 0.4144 -0.8507 -1.7060  0.336
H3 0.7208 -0.1153 1.1979  0.380
H4 1.6893 0.4274 -0.1865  0.313
H5 0.0560 -3.0303 -0.8084  0.361
H6 -0.3559 1.7457 -1.9200  0.320
H7 -0.5493 3.2032 -0.9228  0.374
H8 1.0748 2.5485 -1.2319  0.283
H9 0.4416 -2.0417 2.3408  0.027
H10 -0.0051 -3.8762 1.5979  0.038

Properties
**Orbital gap (spin up / spin down)**: 8.432 / 7.088 eV
**LUMO (spin up / spin down)**: 0.471 / -0.308 eV
**Highest occupied orbital energy (spin up / spin down)**: -0.29254 / -0.27180 Eh
**2S+1**: 1

# 2
Computed, not measured: C21H25N3O3 in the gas phase, with ωB97M-V/def2-TZVPD.

Last column: Mulliken charge in e.
Cartesian coordinates (Å):
O1 -1.1353 0.0729 2.5784  -0.646
C1 -0.4902 0.3739 3.5504  0.680
N1 -0.9426 0.9018 4.7158  -0.065
C2 -2.2509 1.2287 5.0872  0.726
C3 -2.4527 1.7483 6.3639  -0.510
C4 -3.7240 2.0895 6.7835  -0.517
C5 -4.8066 1.9175 5.9370  -0.512
C6 -4.6060 1.4014 4.6682  -0.558
C7 -3.3378 1.0558 4.2370  -0.447
O2 0.8558 0.2198 3.6431  -0.452
C8 1.4929 -0.3183 2.4937  -0.390
C9 1.6617 0.7388 1.3917  -1.030
N2 2.0812 0.1354 0.1481  0.260
C10 1.0599 -0.4812 -0.6762  -0.650
C11 0.8634 0.2424 -2.0217  -1.235
N3 1.8442 -0.0493 -3.0430  0.154
C12 1.6832 -1.3497 -3.6689  -0.607
C13 0.3996 -1.4053 -4.4564  0.254
C14 0.0684 -0.3583 -5.3083  -0.241
C15 -1.0996 -0.3977 -6.0465  -0.581
C16 -1.9491 -1.4877 -5.9462  -0.382
C17 -1.6260 -2.5341 -5.1008  -0.599
C18 -0.4587 -2.4907 -4.3572  -0.414
C19 3.1971 0.2877 -2.6690  -0.972
C20 3.7945 -0.4892 -1.4781  -0.691
C21 3.4055 0.1094 -0.1410  0.712
O3 4.2360 0.5686 0.6208  -0.691
H1 -0.2270 1.0743 5.4092  0.185
H2 -1.6084 1.8830 7.0254  0.327
H3 -3.8687 2.4910 7.7754  0.369
H4 -5.7995 2.1845 6.2656  0.378
H5 -5.4451 1.2646 4.0026  0.361
H6 -3.1836 0.6534 3.2503  0.461
H7 0.8964 -1.1552 2.1126  0.387
H8 2.4659 -0.6760 2.8323  0.263
H9 0.7104 1.2545 1.2387  0.385
H10 2.4255 1.4592 1.6937  0.432
H11 0.1229 -0.4456 -0.1190  0.461
H12 1.3016 -1.5346 -0.8518  0.350
H13 -0.1171 -0.0216 -2.4247  0.419
H14 0.8804 1.3217 -1.8406  0.375
H15 1.7066 -2.1915 -2.9568  0.304
H16 2.5221 -1.4835 -4.3602  0.452
H17 0.7344 0.4885 -5.3746  0.373
H18 -1.3487 0.4219 -6.7045  0.379
H19 -2.8605 -1.5204 -6.5247  0.378
H20 -2.2850 -3.3859 -5.0165  0.381
H21 -0.2135 -3.3104 -3.6959  0.344
H22 3.8281 0.1232 -3.5470  0.452
H23 3.2202 1.3577 -2.4388  0.453
H24 4.8830 -0.4451 -1.5314  0.354
H25 3.4953 -1.5378 -1.5248  0.382

Properties
**Orbital gap**: 9.169 eV
**LUMO**: 0.717 eV
**Highest occupied orbital energy**: -0.31063 Eh
**2S+1**: 1

# 3
Computed, not measured: C5H7BrO in the gas phase at a distorted geometry, with ωB97M-V/def2-TZVPD.

Last column: Mulliken charge in e.
Cartesian coordinates (Å):
C1 0.1964 -2.1153 -0.8557  -0.823
C2 0.0209 -0.7551 -0.9136  -0.137
C3 0.9907 0.0890 -0.1397  -0.150
Br1 1.7671 1.6246 -1.1363  -0.145
C4 0.1705 0.7071 1.1978  0.674
C5 -1.1082 1.3756 0.7686  -1.097
O1 0.5759 0.4567 2.2973  -0.497
H1 -0.4837 -2.8154 -1.4450  0.246
H2 1.0814 -2.4777 -0.3012  0.190
H3 -0.7508 -0.2933 -1.5054  0.433
H4 1.7692 -0.7107 0.1408  0.338
H5 -1.5493 0.8514 -0.0539  0.302
H6 -1.0039 2.3949 0.2930  0.317
H7 -1.6760 1.6683 1.6533  0.348

Properties
**Orbital gap**: 9.751 eV
**LUMO**: 0.374 eV
**Highest occupied orbital energy**: -0.34462 Eh
**2S+1**: 1

# 4
Computed, not measured: 2 unconnected molecules or ions with the total composition C9H14S at a distorted geometry, with ωB97M-V/def2-TZVPD.

Last column: Löwdin spin population.
Cartesian coordinates (Å):
C1 0.0878 4.0163 0.2401  0.008
C2 1.8759 2.4366 1.6361  0.002
S1 0.2452 2.3056 0.8861  0.042
H1 -0.0894 4.6229 1.1266  0.002
H2 1.0407 4.3827 -0.1489  0.002
H3 -0.7503 4.1702 -0.4335  0.003
H4 2.7584 2.1072 1.0871  0.001
H5 1.8738 1.7258 2.4651  0.002
H6 1.9719 3.3923 2.1577  0.000
C3 1.9506 -1.5805 -0.4499  0.017
C4 0.4631 -1.8905 -0.5752  0.058
C5 -0.2589 -2.1158 0.5482  0.116
C6 -0.1699 -1.7730 -1.8414  0.232
C7 -1.7016 -2.2640 0.4782  0.213
C8 -1.6240 -1.8894 -1.9140  0.175
C9 -2.3444 -1.9979 -0.7159  0.049
H7 2.2347 -1.3568 0.5789  0.002
H8 2.1144 -0.6587 -1.0272  0.007
H9 0.1324 -2.2886 1.5478  0.008
H10 0.3747 -1.7289 -2.7802  0.030
H11 -2.1908 -2.4487 1.4273  0.022
H12 -2.0686 -1.7168 -2.8886  0.010
H13 -3.4222 -2.0474 -0.8343  -0.003
H14 2.5403 -2.3912 -0.8850  0.003

Properties
**Orbital gap (spin up / spin down)**: 2.090 / 6.308 eV
**LUMO (spin up / spin down)**: 3.163 / 3.094 eV
**Charge**: -1
**Highest occupied orbital energy (spin up / spin down)**: 0.03941 / -0.11813 Eh
**2S+1**: 2
**Expectation value of S²**: 0.76

# 5
Computed, not measured: 2 unconnected molecules or ions with the total composition C7H11N at a distorted geometry, with ωB97M-V/def2-TZVPD.

Last column: Mulliken charge in e.
Cartesian coordinates (Å):
C1 0.4729 -1.0095 0.2817  -0.350
C2 0.1146 0.2578 0.5315  0.142
C3 0.9707 1.3761 0.1822  -0.627
C4 2.2865 1.1185 -0.2722  -0.231
C5 2.7190 -0.2292 -0.2895  -0.370
C6 1.7959 -1.1841 -0.1560  -0.401
H1 -0.3022 -1.7393 0.3626  0.452
H2 -0.8325 0.4097 1.1177  0.364
H3 0.7518 2.4562 0.4657  0.253
H4 3.1870 1.8772 -0.3009  0.224
H5 3.8478 -0.4753 -0.3419  0.272
H6 2.1931 -2.2423 -0.1954  0.218
C7 -2.1969 -0.6380 -0.1452  -0.935
N1 -3.0842 0.5982 -0.3188  -0.585
H7 -2.6554 -1.4329 -0.6976  0.362
H8 -1.1701 -0.4148 -0.5102  0.434
H9 -2.0948 -1.0798 0.9685  0.310
H10 -3.1301 1.2155 0.4997  0.249
H11 -2.8731 1.1359 -1.1818  0.220

Properties
**Orbital gap**: 9.547 eV
**LUMO**: 0.905 eV
**Highest occupied orbital energy**: -0.31759 Eh
**2S+1**: 1